C2H5Cl2N2 | wB97M-V/def2-TZVPD

Summary:
Energy relative to the best compared isomer or geometry (same formula, charge and spin) ... 98.73 kcal/mol
Total charge ... +1
HOMO (spin up / spin down) ... -14.231 / -12.604 eV
E ... -30168.9155 eV

Geometry (Å):
Cl1 3.45 1.31 -0.24
Cl2 2.89 -1.64 0.13
N1 -1.25 0.01 -0.72
N2 1.00 0.21 -0.16
C1 -0.02 -0.57 -0.58
C2 2.37 -0.05 0.10
H1 2.20 0.62 2.22
H2 -1.28 1.06 -0.76
H3 -2.10 -0.51 -1.14
H4 0.81 1.18 -0.05
H5 0.14 -1.61 -0.98